Record 1
The following is a quantum chemistry calculation of a cluster of 2 separate species, C9H14O in total, from the OMol25 dataset.

CARTESIAN COORDINATES (ANGSTROEM)
C: 2.881 0.617 -0.775
C: 3.076 1.533 0.415
H: 2.384 -0.355 -0.589
H: 2.139 0.859 -1.541
H: 3.873 0.474 -1.191
H: 3.712 2.433 0.466
H: 3.640 1.015 1.199
H: 2.147 1.665 0.971
C: -1.071 1.639 -1.098
C: -2.752 -1.653 -0.021
C: -2.524 -0.363 -0.573
C: -1.726 -2.039 0.905
C: -1.455 0.438 -0.228
C: -0.678 -1.251 1.307
C: -0.551 0.099 0.789
O: -1.984 -3.217 1.612
H: -3.485 -2.414 -0.306
H: -3.285 0.003 -1.284
H: -2.033 -3.957 0.972
H: 0.014 -1.686 2.034
H: -0.958 2.562 -0.540
H: -1.609 1.546 -2.022
H: 0.328 0.654 1.080
H: -0.085 1.399 -1.582

Its LUMO energy (spin up / spin down) is 3.60 / 3.57 eV. The energy above the lowest of the compared OMol25 structures with the same formula, charge and spin comes out at 29.4 kcal/mol. The electronic energy is -426.4774 hartree. The charge is -1. The value obtained for the HOMO energy (spin up / spin down) is 0.0249 / -0.1208 hartree. The calculation puts the gap between HOMO and LUMO (spin up / spin down) at 2.92 / 6.86 eV. As for the multiplicity: 2. As for the expectation value of S²: 0.7609.



Record 2
The following is a quantum chemistry calculation of a cluster of 2 separate species, C9H14O in total, from the OMol25 dataset.

CARTESIAN COORDINATES (ANGSTROEM)
C: 0.561 1.960 2.868
C: 0.560 0.816 1.908
C: -0.332 -0.250 1.994
C: -0.300 -1.281 1.063
C: 0.492 -1.162 -0.070
O: 0.471 -2.082 -1.078
C: 1.564 -0.272 -0.032
C: 1.568 0.709 0.951
H: 1.516 2.139 3.362
H: -0.150 1.925 3.696
H: 0.313 2.878 2.326
H: -1.025 -0.248 2.775
H: -1.024 -2.083 1.108
H: -0.198 -2.762 -0.926
H: 2.226 -0.131 -0.829
H: 2.323 1.479 0.896
C: -1.084 0.450 -2.986
C: -2.547 0.796 -3.229
H: -0.643 0.890 -2.102
H: -0.806 -0.602 -2.847
H: -0.364 0.642 -3.788
H: -2.963 1.335 -2.386
H: -3.079 -0.123 -3.417
H: -2.647 1.340 -4.165

Its SMILES is Cc1ccc(O)cc1.CC. Its LUMO energy is 0.83 eV. The energy above the lowest of the compared OMol25 structures with the same formula, charge and spin comes out at 16.1 kcal/mol. The electronic energy is -426.5471 hartree. The charge is 0. The value obtained for the HOMO energy is -0.3080 hartree. The calculation puts the gap between HOMO and LUMO at 9.22 eV.



Record 3
The following is a quantum chemistry calculation of a cluster of 2 separate species, C9H14O in total, from the OMol25 dataset.

CARTESIAN COORDINATES (ANGSTROEM)
C: 1.834 -1.648 1.344
C: 1.601 -0.225 0.850
C: 0.361 0.288 1.314
C: -0.125 1.391 0.645
C: 0.517 1.969 -0.473
O: -0.136 2.800 -1.330
C: 1.771 1.484 -0.911
C: 2.254 0.290 -0.222
H: 1.209 -1.941 2.167
H: 2.779 -2.038 1.545
H: 1.435 -2.315 0.567
H: -0.202 -0.332 2.048
H: -1.115 1.809 0.959
H: -1.228 2.795 -1.221
H: 2.385 1.781 -1.729
H: 3.374 -0.024 -0.453
C: -2.260 -1.369 -0.161
C: -1.822 -0.064 -0.977
H: -2.416 -2.423 -0.577
H: -1.493 -1.538 0.502
H: -3.351 -1.354 0.157
H: -2.515 0.792 -0.727
H: -2.094 -0.216 -2.098
H: -0.763 0.088 -1.218

Its SMILES is Cc1ccc(O)cc1.CC. Its LUMO energy is 0.73 eV. The energy above the lowest of the compared OMol25 structures with the same formula, charge and spin comes out at 70.3 kcal/mol. The electronic energy is -426.4607 hartree. The charge is 0. The value obtained for the HOMO energy is -0.3039 hartree. The calculation puts the gap between HOMO and LUMO at 9.00 eV.



Record 4
The following is a quantum chemistry calculation of a cluster of 2 separate species, C9H14O in total, from the OMol25 dataset.

CARTESIAN COORDINATES (ANGSTROEM)
C: 0.227 0.055 2.832
C: -0.135 -0.536 1.503
C: -1.458 -0.430 1.073
C: -1.728 -0.779 -0.233
C: -0.687 -1.237 -1.057
O: -1.051 -1.544 -2.327
C: 0.672 -1.177 -0.719
C: 0.848 -0.905 0.618
H: -0.521 0.604 3.246
H: 0.947 0.835 2.767
H: 0.465 -0.656 3.602
H: -2.230 -0.067 1.651
H: -2.773 -0.727 -0.636
H: -0.353 -1.570 -3.053
H: 1.373 -1.256 -1.463
H: 1.825 -0.981 0.853
C: 2.016 2.638 -0.679
C: 0.547 2.497 -0.736
H: 2.702 1.696 -0.500
H: 2.540 3.254 -1.526
H: 2.218 3.289 0.148
H: 0.206 2.683 -1.755
H: -0.017 3.048 0.089
H: 0.216 1.450 -0.415

Its SMILES is Cc1ccc(O)cc1.CC. Its LUMO energy is 0.78 eV. The energy above the lowest of the compared OMol25 structures with the same formula, charge and spin comes out at 42.0 kcal/mol. The electronic energy is -426.5058 hartree. The charge is 0. The value obtained for the HOMO energy is -0.3037 hartree. The calculation puts the gap between HOMO and LUMO at 9.05 eV.



Record 5
The following is a quantum chemistry calculation of a cluster of 2 separate species, C9H14O in total, from the OMol25 dataset.

CARTESIAN COORDINATES (ANGSTROEM)
C: -1.233 -1.303 -2.847
C: -0.764 -0.354 -1.793
C: -0.204 0.878 -2.185
C: 0.122 1.836 -1.206
C: -0.051 1.428 0.128
O: 0.609 2.075 1.161
C: -0.774 0.335 0.549
C: -0.953 -0.625 -0.459
H: -2.299 -1.550 -2.883
H: -0.670 -2.259 -2.763
H: -0.974 -1.081 -3.893
H: -0.019 1.100 -3.237
H: 0.632 2.764 -1.420
H: 0.856 2.961 0.905
H: -1.073 0.016 1.521
H: -1.549 -1.492 -0.207
C: 1.535 -2.320 2.421
C: 1.045 -1.041 3.037
H: 1.268 -2.325 1.342
H: 2.589 -2.566 2.517
H: 1.073 -3.260 2.791
H: 1.399 -0.889 4.062
H: -0.043 -0.929 2.904
H: 1.435 -0.108 2.615

Its SMILES is Cc1ccc(O)cc1.CC. Its LUMO energy is 0.87 eV. The energy above the lowest of the compared OMol25 structures with the same formula, charge and spin comes out at 23.7 kcal/mol. The electronic energy is -426.5349 hartree. The charge is 0. The value obtained for the HOMO energy is -0.3071 hartree. The calculation puts the gap between HOMO and LUMO at 9.23 eV.



Record 6
The following is a quantum chemistry calculation of a cluster of 2 separate species, C9H14O in total, from the OMol25 dataset.

CARTESIAN COORDINATES (ANGSTROEM)
C: -0.974 2.455 -1.961
C: -1.064 1.119 -1.283
C: -0.898 1.053 0.129
C: -1.028 -0.208 0.805
C: -1.444 -1.235 -0.080
O: -1.528 -2.429 0.748
C: -1.226 -1.270 -1.408
C: -1.024 -0.014 -2.005
H: -1.316 3.381 -1.477
H: -1.707 2.335 -2.855
H: -0.025 2.765 -2.587
H: -0.933 1.996 0.803
H: -0.979 -0.436 1.788
H: -1.872 -3.210 0.363
H: -1.224 -2.213 -1.919
H: -0.769 0.142 -3.090
C: 2.311 -0.782 1.083
C: 2.219 -0.338 2.498
H: 2.480 -0.107 0.233
H: 3.072 -1.617 1.001
H: 1.451 -1.102 0.562
H: 2.086 -1.004 3.307
H: 1.338 0.388 2.525
H: 3.055 0.330 2.822

Its SMILES is Cc1ccc(O)cc1.CC. Its LUMO energy is 0.84 eV. The energy above the lowest of the compared OMol25 structures with the same formula, charge and spin comes out at 57.2 kcal/mol. The electronic energy is -426.4816 hartree. The charge is 0. The value obtained for the HOMO energy is -0.3160 hartree. The calculation puts the gap between HOMO and LUMO at 9.44 eV.